Record 1
C2H6N3NaO10S | the ωB97M-V functional and the def2-TZVPD basis

The geometry in XYZ format:
```
23
Properties=species:S:1:pos:R:3:forces:R:3
Na -13.174320 11.980880 -10.992300 -0.5311 -0.1145 0.2234
N -12.653830 11.759360 -5.439760 0.6903 -4.6007 1.4802
O -12.771790 11.543160 -6.637850 0.0667 -0.4428 -2.0700
O -12.385870 10.834360 -4.611250 0.3271 -1.2791 -0.8855
O -12.813900 12.808030 -4.955630 -0.9475 6.4118 1.2791
N -18.299700 13.957070 -10.885970 -0.4614 0.1166 -0.2224
O -17.242990 13.392070 -10.877650 4.0400 -2.4710 -0.2331
O -19.217710 13.481900 -11.546180 -1.8790 0.0590 -0.6260
O -18.374860 14.983820 -10.232910 -1.4784 2.4040 1.0555
N -14.828440 7.932560 -13.679720 0.3859 1.2518 2.0253
O -14.075460 7.262660 -14.376380 1.2525 -1.8123 0.2277
O -14.854920 7.971810 -12.410140 1.2138 -1.5791 0.1660
O -15.542760 8.733140 -14.207670 -2.5917 2.2616 -2.4338
C -12.408080 16.993010 -8.772320 0.1132 0.8191 0.0738
S -10.858250 16.281650 -9.411310 -0.2392 0.5470 -1.7914
O -11.265420 15.766250 -10.792350 0.5362 0.2126 1.4093
C -9.964080 17.884820 -9.824610 -0.5052 0.1168 0.0003
H -12.607160 17.927540 -9.296860 -0.0548 -0.1600 -0.3475
H -12.387260 17.269810 -7.718260 0.3307 -0.4189 0.1180
H -13.221700 16.291200 -8.955560 0.2841 -0.1323 -0.0227
H -10.582000 18.412770 -10.550930 -0.3175 -0.1512 0.0608
H -9.003450 17.759210 -10.324130 -0.0413 -0.7573 0.2057
H -9.795020 18.552550 -8.979820 -0.1936 -0.2810 0.3074
```
Positions in Å, forces in eV/Å.

Computed properties:
Energy (eV): -42357.260
Charge: -2
Strongest force on any atom (Eh/bohr): 0.1285



Record 2
C5H10BrN2 | the ωB97M-V functional and the def2-TZVPD basis

The geometry in XYZ format:
```
18
Properties=species:S:1:pos:R:3:forces:R:3
C -0.224424 -1.189896 0.167800 -0.8606 -0.2831 -0.9812
C -0.321305 -0.063339 -0.806266 1.5131 -2.0793 -0.8993
C 1.175569 0.342576 0.950596 -4.3607 -0.5847 2.1512
C -0.964205 -2.487112 0.079358 2.3057 1.5079 -3.1433
C -0.318249 2.214261 0.050496 -1.5788 0.9462 -2.2975
N 0.582585 -0.876855 1.094336 2.1121 0.4216 2.3279
N 0.466590 1.021901 -0.202202 1.4643 -0.4811 -0.7204
Br 3.139404 -0.062459 0.096660 3.5216 -1.1917 -1.6126
H -0.114856 -0.385694 -1.845432 0.4640 0.6559 0.5125
H -1.278791 0.213003 -0.764938 -3.9528 1.4060 -0.3252
H 1.517817 0.822275 1.860722 -0.4782 0.6555 -0.4453
H -1.968577 -2.463489 -0.248224 -1.1014 0.4721 -0.3521
H -0.885195 -2.959206 0.981922 0.4068 -1.6071 2.0850
H -0.365821 -2.947480 -0.771792 -0.8155 -0.4322 1.0939
H -1.114310 2.045070 0.714912 -0.5152 -0.4951 1.5086
H 0.328457 2.984142 0.325530 0.8481 1.2903 0.8080
H -0.909811 2.575185 -0.855426 1.2831 -0.7083 0.5928
H 1.255125 1.217118 -0.828054 -0.2556 0.5072 -0.3031
```
Positions in Å, forces in eV/Å.

Computed properties:
Energy (eV): -78357.910
Expectation value of S²: 2.02
Charge: +1
2S+1: 3
Strongest force on any atom (Eh/bohr): 0.0952